Entry 1:
{"formula": "C45H52BN9O7S6Sr", "method": "the ωB97M-V functional and the def2-TZVPD basis", "mol_weight_g_mol": 1121.80, "max_force_ev_per_a": 8.42, "gap_ev": 6.01, "charge": -2, "symbols": ["Sr", "C", "C", "C", "C", "N", "C", "C", "N", "B", "N", "C", "C", "N", "C", "S", "C", "C", "C", "C", "N", "C", "C", "N", "C", "S", "C", "C", "C", "C", "C", "S", "H", "H", "H", "H", "H", "H", "H", "H", "H", "H", "H", "H", "H", "H", "H", "H", "H", "H", "H", "H", "H", "H", "H", "H", "H", "H", "H", "H", "H", "H", "H", "H", "H", "H", "O", "S", "O", "O", "O", "O", "H", "H", "O", "C", "N", "C", "C", "C", "C", "N", "C", "C", "H", "H", "H", "H", "S", "C", "N", "C", "C", "C", "C", "C", "C", "H", "H", "H", "H", "H", "C", "C", "O", "S", "C", "C", "C", "C", "C", "C", "C", "C", "H", "H", "H", "H", "H", "H", "H"], "coordinates": [[0.84, 0.70, -1.71], [4.47, 0.26, 4.08], [3.95, 1.65, 3.71], [4.61, 2.66, 4.66], [4.30, 2.01, 2.27], [2.50, 1.71, 3.86], [1.78, 2.78, 4.37], [0.49, 2.62, 4.03], [0.37, 1.47, 3.29], [-0.77, 1.12, 2.31], [-1.81, 2.24, 2.32], [-3.13, 2.13, 2.69], [-3.78, 3.25, 2.30], [-2.86, 4.07, 1.68], [-1.65, 3.44, 1.71], [-0.18, 4.06, 1.25], [-3.14, 5.34, 1.01], [-4.64, 5.63, 1.02], [-2.67, 5.25, -0.45], [-2.40, 6.45, 1.75], [-1.43, -0.21, 2.71], [-0.98, -1.03, 3.72], [-1.60, -2.23, 3.60], [-2.44, -2.16, 2.51], [-2.31, -0.92, 1.97], [-3.21, -0.31, 0.67], [-3.27, -3.25, 2.01], [-3.06, -4.51, 2.86], [-4.74, -2.84, 2.08], [-2.85, -3.56, 0.57], [1.60, 0.92, 3.18], [1.88, -0.54, 2.45], [5.56, 0.25, 3.98], [4.04, -0.50, 3.44], [4.22, 0.02, 5.11], [5.69, 2.52, 4.63], [4.27, 2.50, 5.68], [4.40, 3.68, 4.36], [5.38, 1.99, 2.13], [3.94, 3.01, 2.03], [3.84, 1.31, 1.57], [2.24, 3.57, 4.93], [-0.35, 3.25, 4.26], [-0.28, 0.98, 1.20], [-3.50, 1.27, 3.20], [-4.80, 3.51, 2.43], [-5.19, 4.84, 0.52], [-4.81, 6.56, 0.48], [-5.02, 5.75, 2.03], [-3.13, 4.39, -0.94], [-1.60, 5.12, -0.49], [-2.93, 6.16, -0.98], [-2.73, 6.51, 2.78], [-2.58, 7.41, 1.27], [-1.33, 6.25, 1.73], [-0.26, -0.71, 4.43], [-1.47, -3.10, 4.20], [-3.33, -4.33, 3.90], [-2.03, -4.84, 2.80], [-3.70, -5.30, 2.48], [-5.04, -2.64, 3.11], [-5.37, -3.64, 1.68], [-4.90, -1.94, 1.49], [-1.78, -3.75, 0.53], [-3.07, -2.71, -0.08], [-3.39, -4.43, 0.20], [4.33, 0.21, -3.16], [3.19, 1.01, -2.78], [3.67, 2.47, -3.17], [2.94, 0.99, -1.35], [2.00, 0.65, -3.52], [0.31, -2.96, 0.59], [0.80, -2.34, 1.13], [0.13, -2.49, -0.23], [-1.43, 1.40, -0.92], [-2.48, 1.61, -0.53], [3.80, 5.99, -5.17], [3.13, 5.21, -4.63], [2.32, 4.29, -4.00], [1.15, 3.81, -4.58], [0.31, 2.99, -3.86], [0.51, 2.75, -2.55], [1.63, 3.09, -2.02], [2.80, 3.59, -2.78], [0.87, 4.14, -5.57], [-0.61, 2.58, -4.26], [1.75, 3.00, -0.95], [3.45, 4.21, -2.15], [4.07, -2.55, -3.63], [2.58, -2.17, -2.83], [2.67, -1.84, -1.60], [3.97, -1.79, -1.18], [4.41, -1.37, 0.07], [5.77, -1.31, 0.30], [6.69, -1.68, -0.67], [6.27, -2.12, -1.92], [4.91, -2.16, -2.17], [1.65, -2.24, -3.35], [3.69, -1.09, 0.81], [6.13, -0.94, 1.26], [7.75, -1.61, -0.47], [6.98, -2.39, -2.68], [-3.35, -7.96, -3.87], [-3.61, -8.00, -5.35], [-4.11, -8.94, -5.94], [-3.13, -6.57, -6.32], [-2.56, -5.33, -5.16], [-1.26, -5.37, -4.67], [-0.81, -4.37, -3.83], [-1.64, -3.30, -3.49], [-2.95, -3.27, -4.00], [-3.40, -4.28, -4.82], [-1.14, -2.23, -2.70], [-0.67, -1.31, -2.05], [-2.96, -8.93, -3.56], [-4.30, -7.79, -3.36], [-2.66, -7.17, -3.59], [-0.61, -6.18, -4.95], [0.19, -4.40, -3.44], [-3.58, -2.44, -3.74], [-4.40, -4.25, -5.23]], "mulliken_charge": [2.251, -1.588, 1.615, -2.256, -1.351, 0.329, -0.544, -1.141, 0.647, 0.107, 0.355, -1.148, -0.502, 0.643, 0.065, -0.436, 1.254, -2.217, -1.550, -1.525, 0.393, -1.318, -0.529, 0.689, 0.244, -0.327, 1.473, -2.331, -1.648, -1.492, -0.167, -0.350, 0.475, 0.290, 0.338, 0.456, 0.473, 0.472, 0.512, 0.306, 0.047, 0.472, 0.687, -0.148, 0.740, 0.472, 0.470, 0.454, 0.455, 0.302, 0.337, 0.511, 0.371, 0.471, 0.267, 0.749, 0.502, 0.498, 0.463, 0.452, 0.392, 0.473, 0.328, 0.176, 0.335, 0.560, -0.654, 1.425, -0.426, -0.866, -0.886, -0.750, 0.036, 0.120, 0.383, -0.790, -0.747, 0.118, -0.227, -0.369, -1.053, 0.138, -1.264, 0.228, 0.415, 0.478, 1.220, 0.456, -0.375, -0.231, 0.023, -0.646, 0.109, -0.599, -0.583, -0.522, 0.743, 0.473, 0.385, 0.418, 0.345, 0.368, -0.759, 0.621, -0.601, -0.129, -0.222, -0.583, -0.117, 0.613, -0.521, -0.410, -0.396, -0.892, 0.304, 0.242, 0.239, 0.422, 0.549, 0.513, 0.430]}


Entry 2:
{"formula": "C13H32BiClO2P2Si", "method": "the ωB97M-V functional and the def2-TZVPD basis", "mol_weight_g_mol": 554.86, "max_force_ev_per_a": 5.82, "gap_ev": [5.14, 5.14], "charge": 2, "symbols": ["C", "C", "H", "H", "H", "O", "Cl", "Bi", "P", "C", "C", "H", "H", "H", "H", "H", "H", "C", "H", "H", "H", "P", "C", "C", "H", "H", "H", "C", "H", "H", "H", "H", "H", "H", "C", "O", "C", "Si", "C", "C", "C", "H", "H", "H", "H", "H", "H", "H", "H", "H", "H", "H"], "coordinates": [[1.68, -3.31, -2.45], [0.72, -2.29, -2.48], [1.92, -3.66, -3.47], [1.30, -4.12, -1.81], [2.56, -2.93, -1.91], [0.02, -1.58, -3.11], [1.43, -2.68, 0.37], [0.03, 0.03, -0.06], [-1.96, -2.01, -0.23], [-3.39, -1.49, -1.25], [-1.73, -3.72, -0.81], [-2.64, -4.27, -0.51], [-3.46, -3.14, 1.24], [-0.84, -4.16, -0.33], [-1.99, -2.58, 2.11], [-3.09, -1.40, -2.30], [-1.62, -3.79, -1.90], [-2.76, -2.30, 1.38], [-4.17, -2.27, -1.16], [-3.31, -1.43, 1.76], [-3.80, -0.53, -0.91], [2.60, 0.81, -0.81], [2.57, 2.30, -1.86], [3.55, 1.37, 0.63], [3.97, -1.19, -1.11], [4.74, 0.31, -1.73], [3.48, -0.51, -2.69], [3.80, -0.26, -1.67], [3.59, 0.54, 1.35], [4.56, 1.60, 0.26], [3.62, 2.64, -1.99], [1.98, 3.12, -1.42], [3.13, 2.25, 1.14], [2.15, 2.03, -2.84], [-0.93, 0.94, -2.56], [-1.25, 1.07, -3.65], [-1.42, 0.68, 3.26], [-0.99, 2.19, 2.21], [-2.20, 3.59, 2.50], [0.77, 2.70, 2.64], [-1.18, 1.94, 0.31], [-1.59, 1.06, 4.29], [-0.59, -0.05, 3.28], [-2.34, 0.19, 2.90], [-2.13, 4.00, 3.52], [-1.95, 4.36, 1.76], [-3.22, 3.20, 2.32], [1.40, 1.80, 2.78], [1.18, 3.33, 1.83], [0.76, 3.28, 3.58], [-2.18, 1.62, -0.05], [-0.74, 2.72, -0.34]], "nbo_charge": [-0.844, 0.969, 0.324, 0.361, 0.356, -0.348, -0.659, 1.340, 0.882, -0.955, -0.947, 0.268, 0.263, 0.273, 0.267, 0.241, 0.235, -0.944, 0.263, 0.260, 0.253, 0.881, -0.949, -0.950, 0.266, 0.272, 0.242, -0.946, 0.265, 0.268, 0.264, 0.260, 0.274, 0.244, 0.536, -0.390, -1.123, 1.589, -1.095, -1.125, -1.390, 0.285, 0.236, 0.233, 0.259, 0.246, 0.247, 0.229, 0.233, 0.283, 0.245, 0.254]}


Entry 3:
{"formula": "C4H9N4OSSi", "method": "the ωB97M-V functional and the def2-TZVPD basis", "mol_weight_g_mol": 189.30, "max_force_ev_per_a": 4.34, "smiles": "C[Si](C)(C)Oc1nnnn1[S-]", "gap_ev": 7.49, "charge": -1, "symbols": ["C", "Si", "C", "C", "O", "C", "N", "N", "N", "N", "S", "H", "H", "H", "H", "H", "H", "H", "H", "H"], "coordinates": [[-0.21, -1.75, 0.89], [0.41, -0.10, 0.29], [-0.74, 1.16, 1.07], [0.67, -0.02, -1.67], [2.01, -0.07, 0.72], [3.00, 0.85, 0.81], [4.10, 0.80, 0.17], [4.79, 1.85, 0.55], [4.15, 2.59, 1.41], [3.00, 1.95, 1.58], [1.61, 2.51, 3.14], [-0.43, -2.44, 0.14], [0.32, -2.29, 1.62], [-1.13, -1.36, 1.37], [-0.71, 2.26, 0.74], [-1.71, 0.68, 1.06], [-0.46, 1.30, 2.06], [1.13, -0.96, -1.87], [-0.24, 0.11, -2.18], [1.27, 0.69, -2.13]], "nbo_charge": [-1.127, 1.876, -1.169, -1.081, -0.852, 0.558, -0.375, -0.143, -0.107, -0.273, -0.435, 0.228, 0.250, 0.223, 0.261, 0.212, 0.285, 0.223, 0.207, 0.238]}